(1)
Computed, not measured: a structure of composition C57H60N6PPdS4SbSi, with wB97M-V/def2-TZVPD.

Geometry as XYZ:
```
131
Properties=species:S:1:pos:R:3:mulliken_charge:R:1
Pd -0.12110 0.37132 0.39966 0.842
C 2.42239 -2.46398 -3.91128 -1.171
N 1.57239 -2.42452 -2.73878 0.313
C 1.43508 -1.38938 -1.85972 -0.984
N 0.65868 -1.70997 -0.84114 1.263
C 0.26861 -3.01067 -1.06959 -1.600
C 0.83242 -3.46208 -2.25084 0.653
C 0.78219 -4.80599 -2.84466 -0.159
C 1.01194 -5.91717 -2.03059 -0.272
C 0.98435 -7.19379 -2.56587 -0.846
C 0.72374 -7.37965 -3.91554 -0.444
C 0.46795 -6.28426 -4.72494 -0.705
C 0.49765 -5.00342 -4.19488 -0.167
C -0.59943 -3.87825 -0.24255 0.461
C -0.11141 -4.47083 0.91544 0.375
C -0.87340 -5.41521 1.59488 -0.908
C -2.13884 -5.74627 1.13938 -0.567
C -2.64453 -5.13254 -0.00064 -0.950
C -1.87236 -4.22107 -0.69775 -0.001
P 2.55869 0.02967 -1.91477 -0.295
C 3.03144 0.02146 -0.15738 -1.336
N 2.26451 0.26429 0.89775 1.690
C 3.11338 0.26136 1.97800 -1.295
C 4.40001 -0.02971 1.56545 0.539
N 4.33211 -0.16690 0.20164 0.405
C 5.44024 -0.40172 -0.70260 -1.228
C 5.65394 -0.07803 2.32771 0.018
C 5.92897 0.90746 3.27743 -0.117
C 7.14446 0.92665 3.93943 -0.830
C 8.10815 -0.03369 3.66518 -0.456
C 7.82577 -1.04628 2.76182 -0.759
C 6.60617 -1.07336 2.10324 -0.300
C 2.76221 0.54714 3.37891 0.298
C 2.22276 1.78154 3.73188 0.258
C 1.94552 2.06219 5.05852 -0.549
C 2.19514 1.10963 6.03637 -0.578
C 2.72430 -0.12322 5.68633 -0.925
C 3.02276 -0.39978 4.36169 -0.223
C 1.55140 1.54532 -1.81071 -1.206
N 0.99331 2.08849 -0.73334 1.545
C 0.85035 3.42119 -1.02073 -1.722
C 1.28100 3.67499 -2.31017 0.923
N 1.72755 2.47719 -2.79225 0.421
C 2.36230 2.25676 -4.07847 -1.155
C 1.35916 4.95436 -3.03176 -0.138
C 1.99860 6.03958 -2.43135 0.001
C 2.09220 7.25080 -3.09449 -0.900
C 1.54848 7.39772 -4.36296 -0.478
C 0.88960 6.33233 -4.95596 -0.851
C 0.79252 5.11742 -4.29480 -0.407
C 0.43744 4.50912 -0.11665 1.015
C 1.17309 4.77872 1.03407 0.345
C 0.90519 5.91420 1.77939 -0.893
C -0.10461 6.78386 1.39059 -0.613
C -0.85880 6.50462 0.26078 -1.224
C -0.57935 5.37855 -0.49666 -0.320
H 3.30438 -1.84946 -3.74324 0.432
H 1.90486 -2.09125 -4.79651 0.241
H 2.72802 -3.49278 -4.08721 0.456
H 1.21706 -5.77308 -0.98048 0.486
H 1.17630 -8.04304 -1.92345 0.424
H 0.72175 -8.37810 -4.33207 0.408
H 0.24357 -6.41922 -5.77492 0.398
H 0.27226 -4.15489 -4.82947 0.446
H 0.87137 -4.20319 1.28472 0.474
H -0.46968 -5.88974 2.47874 0.454
H -2.73417 -6.47822 1.66928 0.431
H -3.63790 -5.37072 -0.35822 0.437
H -2.26693 -3.74338 -1.58587 0.507
H 6.35817 -0.04632 -0.24296 0.527
H 5.27615 0.14119 -1.63073 0.388
H 5.54525 -1.46438 -0.92816 0.262
H 5.18555 1.66542 3.48456 0.417
H 7.34530 1.70006 4.66919 0.417
H 9.06732 0.00161 4.16459 0.400
H 8.55246 -1.82390 2.56502 0.388
H 6.38850 -1.89107 1.42802 0.454
H 1.99671 2.50362 2.95616 0.393
H 1.52184 3.02127 5.32854 0.462
H 1.96183 1.32604 7.07068 0.393
H 2.89570 -0.88472 6.43535 0.410
H 3.41617 -1.36795 4.08131 0.586
H 2.41985 3.20142 -4.60991 0.535
H 1.79264 1.54207 -4.67211 0.268
H 3.37162 1.87237 -3.93570 0.318
H 2.42460 5.92315 -1.44378 0.427
H 2.59705 8.08221 -2.62075 0.435
H 1.64056 8.34074 -4.88494 0.409
H 0.44567 6.44378 -5.93646 0.413
H 0.24962 4.29790 -4.75081 0.486
H 1.95915 4.09582 1.33277 0.508
H 1.49060 6.12776 2.66456 0.434
H -0.30151 7.67774 1.96784 0.412
H -1.66170 7.16540 -0.03886 0.427
H -1.14849 5.16795 -1.39428 0.584
S -3.00567 -1.19625 4.78957 -0.503
Sb -1.54329 -1.94035 3.13909 0.490
S -0.27768 0.04647 2.76312 -0.430
S -1.97914 -1.07805 0.40167 -0.231
S 0.12445 -3.11442 4.30615 -0.497
C -4.66992 0.26806 0.61370 -1.486
Si -2.87765 0.87792 0.23331 1.004
C -3.01931 1.14161 -1.71788 3.009
C -1.76049 1.73757 -2.33206 -1.519
C -3.26688 -0.19918 -2.42096 -2.109
C -4.19978 2.06058 -2.04675 -2.059
C -2.86879 2.41461 1.48132 2.906
C -3.58714 2.00818 2.77411 -2.073
C -3.68783 3.54091 0.83468 -2.110
C -1.50684 2.98297 1.89353 -0.979
H -5.39338 1.08709 0.63224 0.345
H -4.70171 -0.22901 1.58463 0.272
H -5.00869 -0.45878 -0.12697 0.338
H -0.91859 1.06448 -2.16805 -0.323
H -1.87941 1.86021 -3.41639 0.656
H -1.53569 2.71144 -1.89746 0.023
H -2.44368 -0.89806 -2.26044 0.309
H -3.36378 -0.02421 -3.49835 0.524
H -4.18490 -0.67467 -2.07491 0.350
H -4.07475 3.05130 -1.61404 0.349
H -5.13509 1.64008 -1.67592 0.365
H -4.28297 2.17044 -3.13331 0.527
H -4.65390 1.84968 2.61850 0.394
H -3.46597 2.81688 3.50182 0.554
H -3.16396 1.10741 3.21681 0.238
H -4.64150 3.17429 0.45093 0.405
H -3.14880 4.02398 0.01820 0.007
H -3.90436 4.29847 1.59406 0.614
H -0.73877 2.79869 1.15244 -0.753
H -1.58696 4.06201 2.05846 0.399
H -1.17527 2.52992 2.82205 0.453
```

As for the HOMO energy (alpha / beta): -7.113 / -7.114 eV. For the HOMO-LUMO gap (alpha / beta), the calculation gives 5.43 / 5.43 eV. The LUMO energy (alpha / beta) comes out at -1.68 / -1.68 eV.



(2)
Computed, not measured: a structure of composition C3H4N6, with wB97M-V/def2-TZVPD.

Geometry as XYZ:
```
13
Properties=species:S:1:pos:R:3:mulliken_charge:R:1
C -3.00880 0.27796 -0.09989 -0.128
C -1.24312 -0.61510 0.05157 0.437
C 1.40500 -0.34341 -0.32307 0.403
N -2.55329 -0.94801 -0.17317 -0.650
N -2.11964 1.26525 0.08852 -0.715
N 0.85879 -1.40365 -0.08692 -0.273
N -0.91898 0.66106 0.16207 -0.122
N -0.36196 -1.66032 0.17736 0.108
N 2.21987 0.63780 -0.01509 -0.374
H -4.04644 0.46606 -0.27070 0.436
H -0.81475 -2.59503 0.26723 0.317
H 2.00889 0.97600 0.91489 0.271
H 2.51799 1.32838 -0.73828 0.291
```

As for the HOMO energy: -7.862 eV. For the HOMO-LUMO gap, the calculation gives 7.69 eV. The LUMO energy comes out at -0.17 eV.



(3)
Computed, not measured: a cluster of 7 separate species, C5H24O8 in total, with wB97M-V/def2-TZVPD.

Geometry as XYZ:
```
37
Properties=species:S:1:pos:R:3:mulliken_charge:R:1
O -2.02699 -0.55238 -1.18982 -0.524
C -0.73009 -0.86301 -1.74623 -0.632
C 0.16285 -1.12832 -0.55752 0.188
C 1.65223 -1.36732 -1.11893 -0.778
C 2.65938 -1.20925 0.00396 -0.822
C 2.82448 0.19813 0.58937 -0.385
O 1.83326 0.58807 1.44377 -0.508
H -2.30459 0.36026 -1.35335 0.330
H -0.81495 -1.78579 -2.36377 0.199
H -0.36418 -0.09644 -2.40741 0.560
H -0.20302 -2.15386 -0.12113 0.067
H 0.28602 -0.49710 0.35727 0.051
H 1.80142 -0.69585 -1.97132 0.402
H 1.79762 -2.32748 -1.56823 0.429
H 2.26067 -1.73312 0.97147 0.178
H 3.52309 -1.79732 -0.12387 0.514
H 2.95687 0.83941 -0.28591 0.295
H 3.86210 0.30867 1.00230 0.252
H 1.55118 -0.21990 1.94768 0.289
O -3.25993 -1.03220 2.80583 -0.742
H -3.25260 -0.10950 2.97726 0.309
H -3.14170 -1.17166 1.86469 0.415
O 0.66331 3.85301 -2.69879 -0.564
H 0.35604 4.51954 -2.09500 0.297
H 1.53937 3.88102 -2.51488 0.269
O -0.54375 -1.27628 2.84152 -0.588
H -1.47437 -1.30230 2.73905 0.309
H -0.09787 -2.10127 3.06671 0.306
O -3.31040 -2.32957 0.17499 -0.721
H -2.74557 -2.85392 0.72966 0.333
H -2.67142 -1.66227 -0.17926 0.376
O -1.76831 2.06832 -1.43178 -0.663
H -1.43223 2.14355 -0.52396 0.303
H -1.67704 2.99360 -1.80651 0.259
O 0.51362 3.06442 0.57423 -0.628
H 0.54823 2.12359 0.65492 0.345
H 1.02727 3.32453 1.31295 0.278
```

Its SMILES is OCCCCCO.O.O.O.O.O.O. As for the HOMO energy: -10.176 eV. For the HOMO-LUMO gap, the calculation gives 10.55 eV. The LUMO energy comes out at 0.38 eV.



(4)
Computed, not measured: a structure of composition C7H15BaO11, with wB97M-V/def2-TZVPD.

Geometry as XYZ:
```
34
Properties=species:S:1:pos:R:3:mulliken_charge:R:1
Ba 1.47966 -1.23267 -0.09239 1.923
O 6.31785 1.39971 -4.61915 -0.475
C 5.41656 0.86831 -3.81243 0.694
O 4.56913 0.09223 -4.33568 -0.784
O 5.29316 1.17793 -2.65957 -0.717
H 6.21149 0.80739 -5.36711 0.303
O -4.87424 -1.49613 -3.44351 -0.449
C -3.74829 -1.03677 -2.96108 0.711
O -2.68498 -1.13936 -3.60740 -0.735
O -3.73864 -0.65716 -1.78234 -0.793
H -5.43128 -1.35889 -2.67379 0.293
O 0.67444 -7.92216 -2.53848 -0.473
C 0.98239 -6.78226 -1.95738 0.742
O 1.67142 -5.94289 -2.53150 -0.741
O 0.62730 -6.66412 -0.79056 -0.790
H 0.21547 -8.12978 -1.72126 0.295
C -1.27649 -2.76440 6.07611 -0.838
C -1.21586 -1.28156 5.57570 -0.385
O 0.00841 -1.22063 4.98328 -0.511
H -1.16343 -3.46653 5.25007 0.236
H -2.23225 -3.05104 6.51480 0.310
H -0.52994 -2.74933 6.87017 0.303
H -1.21137 -0.41884 6.24187 0.272
H -2.03602 -1.01189 4.91033 0.289
H 0.56653 -1.20501 5.76422 0.321
C -0.70901 6.70138 -1.51962 -0.844
C -0.67348 5.81909 -0.27684 -0.333
O 0.30221 4.77625 -0.39082 -0.503
H -1.32922 7.58555 -1.37238 0.302
H -0.98183 6.15549 -2.42277 0.263
H 0.34017 6.97643 -1.62762 0.248
H -1.64856 5.46147 0.05397 0.316
H -0.32504 6.47267 0.52286 0.245
H 1.13385 5.23752 -0.25969 0.307
```

As for the HOMO energy: -4.595 eV. For the HOMO-LUMO gap, the calculation gives 2.56 eV. As for the charge: -1. The LUMO energy comes out at -2.04 eV.



Number 1: total energy -139550.07704 eV. Number 2: total energy -12112.22233 eV. Number 3: total energy -21953.01506 eV. Number 4: total energy -30714.27301 eV.